(1)
Computed, not measured: a structure of composition C22H41BN7PTi, with wB97M-V/def2-TZVPD.

Structure (ORCA input):
```
! RIJCOSX wB97M-V def2-TZVPD def2/J DEFGRID3
* xyz 2 1
H -3.26211 -1.30877 1.36173
N -2.09853 0.13916 0.33899
B -1.29221 2.19938 -1.16371
N -2.38243 1.24847 -0.46823
C -3.71618 1.45021 -0.41545
Ti -0.08750 -0.19081 1.32521
H -4.16850 2.30759 -0.88056
C -4.31856 0.43646 0.33703
H -5.35502 0.29333 0.56683
C -3.28103 -0.38796 0.78007
H -1.85844 3.19220 -1.55755
C 4.86864 0.62805 -0.48552
H 5.65024 1.38259 -0.68912
H 3.91177 1.13054 -0.24815
H 4.75269 -0.02989 -1.36517
N -0.70283 1.69020 -2.56959
N -0.23712 2.68928 -0.04824
N 0.03039 0.54287 -2.50646
N 0.56294 1.85066 0.74305
C -0.72345 2.09500 -3.90411
C -0.04975 3.95100 0.39045
H -1.27407 2.99397 -4.21198
H -0.61462 4.77508 -0.00942
C 0.03867 1.16826 -4.65180
C 0.91560 3.96376 1.40706
C 0.48097 0.22065 -3.64673
C 1.30328 2.63148 1.59324
H 0.26257 1.14273 -5.73084
H 1.29538 4.80308 1.96124
H 1.09874 -0.62151 -3.86786
H 2.03748 2.14487 2.23412
H 5.17214 0.04165 0.34937
C 1.03713 -3.29114 4.37934
C 0.63851 -2.23954 3.34516
C -0.88029 -2.01515 3.32425
C 1.29875 -0.86874 3.65074
P 1.19020 -2.99077 1.73110
N 1.19312 -1.58649 0.87296
C 2.99628 -3.24743 1.42634
C 3.23175 -4.68976 1.82612
C 3.39329 -2.98390 -0.04794
C 3.80213 -2.28886 2.31127
C -0.00325 -4.08454 0.78982
C 0.62442 -4.54664 -0.53554
C -0.22985 -5.27321 1.72612
C -1.35769 -3.43649 0.42992
H 2.12964 -3.37662 4.46287
H 0.62565 -4.28008 4.12928
H 0.63122 -2.97614 5.34869
H -1.13343 -1.56047 4.29340
H -1.24764 -1.28659 2.55010
H -1.43960 -2.95489 3.22579
H 2.33233 -0.98469 3.99862
H 1.31601 -0.15395 2.78965
H 0.70346 -0.39328 4.44265
H 2.75215 -5.38599 1.12606
H 4.31610 -4.85119 1.80467
H 2.86068 -4.88106 2.84492
H 3.13174 -1.96842 -0.36659
H 4.48358 -3.10474 -0.11175
H 2.93520 -3.68725 -0.74697
H 3.61264 -1.23496 2.06047
H 3.62035 -2.45838 3.37874
H 4.86268 -2.50016 2.11113
H 1.53556 -5.13754 -0.39266
H -0.10873 -5.19842 -1.03299
H 0.82231 -3.70196 -1.20692
H -0.79932 -4.97701 2.61728
H -0.80895 -6.02485 1.17359
H 0.72488 -5.72373 2.03465
H -1.96008 -3.16125 1.30370
H -1.26711 -2.57355 -0.24640
H -1.93146 -4.20696 -0.10964
*
```

## Properties
DFT total energy = -2461.246830 Ha
Gap between HOMO and LUMO (alpha / beta) = 4.32 / 4.32 eV
Energy relative to the best compared isomer or geometry (same formula, charge and spin) = 5.015 eV
Max |F| = 8.05 eV Å⁻¹
LUMO energy (alpha / beta) = -8.63 / -8.63 eV
Highest occupied orbital energy (alpha / beta) = -12.9454 / -12.9454 eV

(2)
Computed, not measured: a structure of composition C22H41FNO8PSSb, with wB97M-V/def2-TZVPD.

Structure (ORCA input):
```
! RIJCOSX wB97M-V def2-TZVPD def2/J DEFGRID3
* xyz -1 1
C 5.07598 0.51910 1.73210
C 3.83459 0.96497 2.62105
O 3.30533 2.15690 1.99151
C 2.24331 2.64374 2.75001
O 2.40300 2.84282 3.93794
C 0.84157 3.00979 2.15708
C 0.86681 3.35815 0.60378
C -0.61235 3.37238 0.07815
Sb -1.29386 1.55838 -1.02275
C -2.86241 2.83549 -1.89475
C -3.01326 2.83417 -3.46588
C 0.12807 2.09404 -2.61563
N 0.73158 0.95581 -3.35517
C 0.09874 0.20198 0.02684
C 1.59162 0.05032 -0.43852
P 2.03425 -1.57815 -1.28740
O 2.62386 -1.33777 -2.64906
O 3.09636 -2.41189 -0.29863
C 4.33184 -2.75543 -0.94858
C 4.21160 -4.11153 -1.76839
O 0.69287 -2.53664 -1.52905
C 0.68004 -3.74777 -0.75494
C 0.37298 -3.52770 0.79375
C -2.67687 1.22517 0.71122
O -3.84672 0.41941 0.41722
C -4.09682 -0.54956 1.36150
C -5.36709 -0.42467 2.10760
C -5.75888 -1.41543 3.11791
C -4.87820 -2.55150 3.43182
C -3.63513 -2.66118 2.67891
C -3.23943 -1.69354 1.65020
S -2.33888 -0.35374 -2.32462
O -3.78398 -0.13247 -2.55341
O -2.25267 -1.63932 -1.58787
F -1.72182 -0.63474 -3.84634
H 5.90033 1.24571 1.95241
H 5.33717 -0.52675 2.04642
H 4.82995 0.58584 0.64379
H 3.02190 0.19081 2.63151
H 4.24574 1.13256 3.64894
H 0.55256 3.97428 2.66602
H 0.03520 2.28173 2.43773
H 1.61490 2.77691 0.01664
H 1.23469 4.43138 0.57284
H -1.28846 3.61762 0.94888
H -0.71954 4.24624 -0.63225
H -2.72358 3.91136 -1.57442
H -3.86558 2.54151 -1.46278
H -2.47599 3.75326 -3.85744
H -4.09659 3.00925 -3.71284
H -2.56466 1.96628 -4.00648
H 0.98752 2.61960 -2.09423
H -0.24907 2.84516 -3.36141
H 1.72128 1.11669 -3.57972
H 0.27924 0.92350 -4.27559
H 0.11039 0.53182 1.10809
H -0.35795 -0.83155 0.06913
H 2.04687 0.86197 -1.05067
H 2.22414 0.01473 0.50467
H 5.06211 -2.99328 -0.11661
H 4.80339 -1.93268 -1.53793
H 3.82527 -4.88215 -1.03872
H 3.43714 -4.00508 -2.56766
H 5.21068 -4.44282 -2.15712
H 1.57721 -4.40086 -0.88761
H -0.19296 -4.35027 -1.14283
H 1.11168 -4.17292 1.35717
H 0.54440 -2.47843 1.13810
H -0.64466 -3.89139 1.08944
H -2.10677 0.70476 1.53893
H -3.01489 2.21779 1.11438
H -6.09757 0.39970 1.92884
H -6.71950 -1.35895 3.68012
H -5.14977 -3.29649 4.21225
H -2.93799 -3.51352 2.84833
H -2.29423 -1.80292 1.07406
*
```

## Properties
DFT total energy = -2599.101671 Ha
Gap between HOMO and LUMO = 7.19 eV
Max |F| = 5.90 eV Å⁻¹
LUMO energy = 2.57 eV
Highest occupied orbital energy = -4.6164 eV

(3)
Computed, not measured: a structure of composition C22H42AlBBrF7NO7P, with wB97M-V/def2-TZVPD.

Structure (ORCA input):
```
! RIJCOSX wB97M-V def2-TZVPD def2/J DEFGRID3
* xyz 0 1
C 5.55238 1.30990 1.64716
C 4.41829 2.15239 1.05129
C 3.08363 1.42546 1.15652
O 1.96555 2.35889 1.28061
N 0.82526 1.71804 0.91179
C 0.13637 2.06949 -0.10111
B 0.74017 3.32635 -0.90607
O 0.09095 4.52604 -0.77455
C 2.04192 3.30230 -1.78960
C 1.88568 2.68753 -3.20104
C -1.06399 1.15739 -0.30064
C -2.37188 1.89307 0.12957
C -2.75503 3.13069 -0.68966
O -2.96707 4.18085 0.25303
C -4.06945 2.99833 -1.51867
F -4.91558 2.10083 -1.05701
F -3.84090 2.79783 -2.79589
F -4.71227 4.16391 -1.47356
P -1.23039 0.58108 -2.11171
C -2.95010 -0.00901 -2.39152
O -1.07850 1.94008 -3.05729
C -0.57836 -0.03530 0.62736
C 0.45899 -0.83183 -0.23566
O 1.39131 -1.49614 0.59164
C 1.70491 -2.77862 0.18902
O 2.59532 -2.76669 -0.91885
C 2.86296 -4.10345 -1.35243
C 2.61850 -4.13969 -2.85401
O 1.22001 -4.06644 -3.09731
C -1.76418 -0.99120 0.96467
C -1.38211 -2.47574 1.19867
C -2.67460 -0.59963 2.14505
C -4.07855 -1.26595 2.07432
C -5.11942 -0.28077 1.50870
C 0.27116 0.59346 1.69242
Br -0.57224 1.62306 3.18886
H 5.33581 1.00499 2.66803
H 6.48039 1.87220 1.61645
H 5.69421 0.43630 1.01384
H 4.65830 2.25955 -0.00659
H 4.40544 3.15924 1.46567
H 3.13818 0.71460 1.98003
H 2.93579 0.87004 0.23081
H -0.31804 4.51412 0.11020
H 2.35833 4.33499 -1.92842
H 2.85257 2.79100 -1.27030
H 1.05437 3.10147 -3.76259
H 1.88048 1.59814 -3.17503
H 2.78368 2.94515 -3.76285
H -3.17054 1.16840 0.22729
H -2.20860 2.24920 1.14552
H -1.99229 3.49717 -1.37565
H -2.64898 5.00421 -0.13968
H -3.62902 0.04653 -1.54139
H -2.85808 -1.06481 -2.64327
H -3.41611 0.45572 -3.25454
H -0.42508 1.72241 -3.73606
H 1.04024 -0.17002 -0.88983
H -0.01763 -1.54116 -0.90699
H 2.14588 -3.29623 1.02598
H 0.83107 -3.36824 -0.11033
H 3.90071 -4.34547 -1.11684
H 2.23375 -4.83421 -0.84224
H 3.08385 -3.23896 -3.26474
H 3.02324 -5.04763 -3.28644
H 0.89403 -3.22426 -2.75483
H -2.40817 -1.00213 0.07884
H -0.46189 -2.61455 1.75877
H -2.16930 -3.01703 1.70988
H -1.30406 -2.94944 0.22172
H -2.84978 0.46449 2.27080
H -2.21633 -0.93740 3.07563
H -4.36266 -1.43246 3.11113
H -4.05118 -2.19402 1.51261
H -4.91707 0.74394 1.80901
H -5.07746 -0.32343 0.41463
H -6.13604 -0.56554 1.76777
H 0.97720 0.00455 2.25546
F 0.38240 -4.51814 3.07209
Al 1.84092 -5.21041 3.67592
F 1.57653 -6.82953 4.12320
F 2.37522 -4.30249 5.01765
F 3.01696 -5.12734 2.42552
*
```

## Properties
DFT total energy = -5326.837912 Ha
Gap between HOMO and LUMO = 7.57 eV
Max |F| = 2.19 eV Å⁻¹
LUMO energy = -2.20 eV
Highest occupied orbital energy = -9.7721 eV